ORCA calculation (wB97M-V/def2-TZVPD) on a structure of composition C31H22Cl2CsN5O8 in a non-equilibrium geometry.

charge = -2
LUMO = 3.6 eV
Kohn-Sham gap = 7.104 eV
energy above the lowest of the compared OMol25 structures with the same formula, charge and spin = 3.8 kcal per mole

Structure (XYZ):
```
69
Properties=species:S:1:pos:R:3:nbo_charge:R:1
Cs 1.6076 0.9998 -0.1306 0.951
Cl 0.8525 -4.6577 2.5441 -0.049
Cl 2.2918 -4.9603 0.0215 -0.072
O 1.0238 -1.9781 -0.3865 -0.706
O 2.4574 -0.9022 3.9287 -0.704
O 1.9938 -1.8528 1.7091 -0.777
O -3.2472 4.1109 -5.4763 -0.758
O 0.8736 0.5091 3.2208 -0.655
O 4.4789 2.8372 0.8846 -0.756
O -2.3156 2.5913 -6.8971 -0.770
O 5.8627 4.1493 2.0630 -0.761
N -1.0974 2.0700 0.0674 -0.452
N 1.5794 -0.2884 -2.9252 -0.428
N 3.3483 1.9237 3.0890 -0.394
N -0.6794 1.2173 -2.4260 -0.424
N -2.9583 -0.7701 0.5264 -0.424
C 4.7044 3.2829 4.4948 -0.253
C 1.9026 0.2644 3.8401 0.795
C -1.3581 2.1795 1.3749 0.039
C 4.2815 2.8185 3.2409 0.127
C 4.1501 2.7742 5.6255 -0.193
C 0.6495 -0.1693 -3.8877 0.195
C -1.7323 1.9806 -2.2095 0.150
C -2.6453 -5.0336 1.3362 -0.651
C 1.3835 -2.4334 0.7428 0.762
C -1.9392 2.4229 -4.5301 -0.092
C -2.7776 -3.5679 1.0257 0.034
C -3.6823 2.5901 0.9770 -0.158
C 3.1409 1.8133 5.4862 -0.272
C -0.3327 0.9065 -3.6761 0.147
C 2.4916 -1.2719 -3.0468 0.077
C -0.9656 1.5045 -4.7541 -0.216
C -2.3691 2.6806 -3.2564 -0.174
C -3.8464 -3.0023 0.3067 -0.287
C -2.1256 2.2055 -0.7904 0.201
C -3.4131 2.4953 -0.3849 -0.244
C 2.8416 1.4161 4.1917 0.098
C -2.5887 3.0896 -5.7681 0.737
C 2.5957 -2.0871 -4.2062 -0.277
C -1.8490 -2.6546 1.5950 -0.268
C 1.6216 -1.9314 -5.1520 -0.177
C 4.9548 3.3246 1.9215 0.728
C -1.9903 -1.2997 1.2980 0.053
C 1.0299 -3.9712 0.9018 -0.282
C 0.6272 -1.0003 -5.0050 -0.247
C -2.6279 2.4220 1.8924 -0.267
C -3.8914 -1.6395 0.1015 0.039
H -3.1134 3.4168 -3.1117 0.228
H -2.2346 -5.6312 0.5487 0.221
H 3.4356 -2.7422 -4.3451 0.209
H 2.7336 1.3754 6.4254 0.207
H -4.6210 -3.6183 -0.1358 0.203
H -1.1612 -0.6420 1.5467 0.219
H -3.6306 -5.5089 1.5772 0.210
H 0.1294 -4.2263 0.3328 0.228
H -4.6975 2.6117 1.3865 0.204
H -1.9161 -5.1563 2.1643 0.232
H 4.4540 3.0772 6.6573 0.195
H -4.1407 2.6087 -1.1598 0.220
H -4.7539 -1.2365 -0.4395 0.182
H -0.4972 2.2127 2.0831 0.224
H -1.0311 -2.9733 2.2134 0.227
H 5.4746 4.0417 4.4931 0.239
H 3.2266 -1.4141 -2.2700 0.197
H -2.8168 2.4629 2.9333 0.210
H 2.1852 -1.4794 3.1193 0.536
H -0.7786 1.2171 -5.7732 0.241
H 1.6156 -2.5985 -6.0291 0.201
H -0.1748 -0.9048 -5.7153 0.224
```

ORCA calculation (wB97M-V/def2-TZVPD) on a structure of composition C31H22F6N7O4PTi in a non-equilibrium geometry.

charge = +1
LUMO (alpha / beta) = -4.8 / -6.0 eV
Kohn-Sham gap (alpha / beta) = 5.675 / 4.461 eV
energy above the lowest of the compared OMol25 structures with the same formula, charge and spin = 29.5 kcal per mole
multiplicity = 2

Structure (XYZ):
```
72
Properties=species:S:1:pos:R:3:mulliken_charge:R:1
Ti -0.0455 -0.2694 0.4586 -0.855
P 2.7963 1.3301 2.8143 1.317
F 0.7742 0.7340 1.7887 -0.273
F 1.7552 2.2666 3.6048 -0.317
F 2.4609 0.1061 3.8486 -0.317
F 3.4317 0.2368 1.8162 -0.273
F 2.8288 2.3266 1.5375 -0.281
F 4.0934 1.8840 3.5265 -0.247
O 0.9069 1.1718 -0.7590 -0.086
O 2.0367 3.2616 -1.3299 -0.471
O -1.7703 -2.3967 3.6481 -0.694
O -2.2410 1.4353 -2.0829 -0.558
N -1.7715 0.7154 0.0664 1.272
N 1.6996 -0.8018 -1.6529 -0.790
N 0.9283 -2.0144 1.4183 0.660
N -1.5818 -3.1595 -0.2786 0.094
N -1.4656 -1.0374 1.7902 1.048
N 0.5074 -1.2957 -1.2291 1.167
N -0.7012 3.5038 0.3729 -0.225
C -1.2193 5.4223 -1.4963 -0.502
C -4.2465 0.5618 0.1474 -0.902
C -3.0197 -5.0077 -0.8082 -0.805
C -2.7591 -0.6285 1.6954 0.446
C -2.9706 0.2075 0.5671 0.627
C 0.0716 -2.3825 -1.8718 -0.539
C 2.9057 1.2056 -2.1210 0.254
C 2.2972 -3.2688 3.5175 -0.503
C -1.0096 -3.2794 -1.4947 0.664
C 3.5296 3.3161 -3.1889 -0.872
C 1.7763 0.5002 -1.4653 1.050
C -1.7200 4.1413 -1.6448 -0.575
C -5.3322 0.2054 0.9820 -0.500
C -2.3667 -5.2721 -2.0705 -0.411
C 3.8259 0.5365 -2.9741 -0.543
C 0.3029 -2.4385 2.5455 0.144
C -0.5355 5.7616 -0.3202 -0.551
C -1.8406 1.6763 -0.9687 -0.419
C -1.1094 -2.0136 2.6886 0.403
C 2.9227 -2.9616 2.3282 -0.664
C 4.4152 2.6207 -3.9683 -0.296
C 2.8303 2.6274 -2.1797 0.267
C -5.1312 -0.5319 2.1628 -0.791
C -1.3843 -4.3745 -2.4399 -1.053
C 2.2109 -2.3346 1.3332 -0.122
C -3.8783 -1.0725 2.4485 -0.829
C -0.2550 4.7403 0.6047 -0.296
C -1.4032 3.1315 -0.6660 0.644
C 0.9097 -3.0858 3.6234 -0.902
C 4.6063 1.2564 -3.8513 -0.763
C -2.5821 -3.9981 0.0063 -0.101
H 1.5567 2.4922 -0.8273 0.260
H -0.9345 -4.3752 -3.4208 0.439
H -0.1642 6.7838 -0.1010 0.378
H -2.2539 3.8081 -2.5480 0.405
H 0.2400 4.9005 1.5464 0.506
H -4.4189 1.1493 -0.7789 0.495
H -2.5679 -6.1310 -2.6829 0.458
H 4.0361 -3.0442 2.1889 0.389
H -3.6516 -1.8134 3.2120 0.533
H 5.2947 0.6806 -4.5227 0.337
H -6.3160 0.6013 0.7641 0.425
H 0.6559 -2.6052 -2.7711 0.376
H -5.9482 -0.5450 2.8816 0.419
H -3.0199 -3.8160 0.9834 0.426
H 3.9366 -0.5444 -2.9175 0.384
H 0.2786 -3.2941 4.4875 0.546
H 3.4056 4.3987 -3.2508 0.450
H -1.3638 6.1497 -2.3062 0.407
H 4.9706 3.1570 -4.7464 0.365
H 2.8978 -3.6049 4.3657 0.418
H -3.8474 -5.5856 -0.4650 0.438
H 2.7303 -2.0204 0.4290 0.415
```

ORCA calculation (wB97M-V/def2-TZVPD) on a structure of composition C31H23BrF2N2NiO4S.

charge = -2
LUMO (alpha / beta) = 4.4 / 4.4 eV
Kohn-Sham gap (alpha / beta) = 5.551 / 6.539 eV
energy above the lowest of the compared OMol25 structures with the same formula, charge and spin = 0.0 kcal per mole
multiplicity = 3

Structure (XYZ):
```
65
Properties=species:S:1:pos:R:3:nbo_charge:R:1
Br 2.4484 1.4273 2.4210 0.034
Ni -0.2806 0.5792 -0.7094 1.363
S -1.9480 2.1376 -2.1631 2.568
F 2.7715 -1.7830 -4.3742 -0.365
F 5.0916 1.2513 -1.6976 -0.361
O -2.4466 1.4809 -3.3689 -1.053
O -2.3031 1.3020 -0.9387 -1.145
O -2.4613 3.4972 -1.9960 -1.060
O -0.4350 2.1159 -2.1210 -1.094
N -0.7341 -0.9764 -2.0984 -0.479
N 0.0749 2.2841 1.2803 -0.449
C 3.9300 -0.2868 -3.0364 -0.426
C 1.1630 -2.3549 0.8638 -0.243
C -4.1305 -1.5024 2.3042 -0.160
C 0.4399 -1.4921 2.9782 -0.270
C -1.9603 -1.4360 -2.2835 0.082
C 2.8139 0.8178 -1.1907 -0.349
C 3.9252 0.5906 -1.9681 0.411
C -4.9369 -2.3802 3.0070 -0.246
C -3.3019 3.5088 2.3759 -0.631
C -4.4489 -3.6219 3.3916 -0.268
C 0.6523 2.0592 2.4396 0.167
C 1.4284 -2.2167 3.6174 -0.211
C -1.2595 2.7225 3.6616 -0.171
C 1.5840 -0.7499 -2.5450 -0.185
C 2.1441 -3.0900 1.5062 -0.216
C -2.8033 -1.8117 1.9701 -0.062
C -2.3397 -3.0825 2.3448 -0.212
C -2.2539 -2.3978 -3.2343 -0.229
C 1.6104 0.1531 -1.4488 -0.298
C -1.1663 2.7946 1.2892 0.074
C -3.1473 -3.9644 3.0421 -0.221
C -1.2081 -2.8788 -4.0077 -0.193
C -0.7257 -0.7065 0.9212 -0.393
C 2.7405 -0.9350 -3.2959 0.411
C -2.0418 -0.8104 1.2048 -0.294
C 0.2887 -1.4001 -2.8540 0.218
C 0.2724 -1.5454 1.5836 0.044
C -1.8864 3.0179 2.4535 -0.064
C 0.0697 -2.3839 -3.8256 -0.268
C 0.0428 2.2499 3.6683 -0.289
C 2.2911 -3.0263 2.8872 -0.281
H -3.2703 -2.7415 -3.3665 0.195
H -1.7877 2.8604 4.5997 0.197
H 2.8176 -3.7033 0.9176 0.194
H 0.5701 2.0203 4.5826 0.218
H 1.5321 -2.1462 4.6954 0.188
H -1.3389 -3.3872 2.0749 0.222
H 2.8936 1.5277 -0.3774 0.216
H 4.8052 -0.4531 -3.6463 0.215
H 3.0747 -3.5865 3.3841 0.187
H -1.6128 2.9731 0.3212 0.265
H -2.7163 -0.9919 -1.6496 0.237
H -5.0749 -4.3174 3.9385 0.188
H -2.7019 -0.0780 0.7418 0.212
H -3.4526 4.4035 2.9857 0.195
H -3.9934 2.7405 2.7305 0.213
H -5.9545 -2.0949 3.2516 0.190
H -2.7534 -4.9376 3.3140 0.193
H -4.5232 -0.5398 1.9962 0.198
H -3.5627 3.7385 1.3438 0.248
H -0.2308 -0.8602 3.5497 0.208
H 0.8824 -2.7473 -4.4314 0.223
H -1.3860 -3.6336 -4.7656 0.191
H 1.0838 -2.3825 -0.2145 0.220
```